Entry 1:
DFT (ωB97M-V/def2-TZVPD) results for C51H68BrN13O6PRbS2Si as an isolated structure.

Its charge is -2. As for the HOMO energy: -1.65 eV. The calculation puts the LUMO energy at 0.107 Eh. The value obtained for the largest force on an atom is 0.7 eV/Å. For the energy above the lowest of the compared OMol25 structures with the same formula, charge and spin, the calculation gives 36.6 kJ/mol.

Element x y z (Å)
Rb: 0.2640 -0.0660 -0.2153
O: 6.0126 3.3113 -0.1857
C: 6.0564 2.5392 0.8571
O: 7.0079 2.4915 1.6251
C: 4.8696 1.6650 1.1100
C: 4.8109 0.7977 2.1718
N: 3.6299 0.1625 2.0905
N: 2.8958 0.5558 1.0439
C: 3.6239 1.4814 0.4333
C: 3.0390 2.1906 -0.7726
O: 3.8107 3.0143 -1.3659
O: 1.8724 1.9484 -1.0881
H: 5.0783 3.1945 -0.7181
H: 5.5268 0.6110 2.9550
H: 3.2285 -0.4879 2.7456
C: -3.5580 -0.9889 2.1466
C: -3.2487 0.3656 2.7351
C: -4.1462 0.9631 3.6180
C: -3.8096 2.2270 4.1100
C: -2.6370 2.8252 3.7223
C: -1.7500 2.1697 2.7982
N: -2.1101 0.9269 2.3405
N: -0.6171 2.6911 2.3486
Si: 0.0857 4.1884 2.6291
C: 1.6998 4.3083 1.6932
C: 0.4964 4.5687 4.4455
C: -0.9792 5.6631 2.0594
H: -4.1019 -1.6150 2.8599
H: -2.6398 -1.4925 1.8402
H: -4.1859 -0.8768 1.2572
H: -5.0646 0.4632 3.9013
H: -4.4752 2.7346 4.8022
H: -2.3584 3.8001 4.1049
H: 2.4442 3.6190 2.1078
H: 2.1199 5.3201 1.7369
H: 1.5615 4.0385 0.6409
H: 1.2457 3.8656 4.8258
H: -0.3873 4.4860 5.0878
H: 0.9006 5.5817 4.5517
H: -0.9951 5.7194 0.9641
H: -0.5971 6.6167 2.4385
H: -2.0158 5.5532 2.3987
C: 4.1443 1.1322 -4.2777
C: 4.9800 0.0341 -4.3965
C: 4.5255 -1.2037 -3.9759
C: 3.2343 -1.3322 -3.4492
N: 2.4247 -0.2667 -3.3562
C: 2.8789 0.9213 -3.7495
C: 2.7540 -2.6502 -2.9298
C: 3.2294 -3.8113 -3.5623
C: 2.9317 -5.0693 -3.0557
C: 2.1403 -5.1581 -1.9166
C: 1.6331 -3.9910 -1.3398
C: 1.9073 -2.6882 -1.7985
H: 4.4691 2.1286 -4.5473
H: 5.9881 0.1477 -4.7801
H: 5.1791 -2.0654 -4.0102
H: 2.2059 1.7594 -3.5993
H: 3.8310 -3.7420 -4.4676
H: 3.3162 -5.9624 -3.5390
H: 1.9150 -6.1376 -1.4923
H: 0.9905 -4.1137 -0.4766
N: 0.6454 -1.2549 -7.8571
C: -0.0105 -0.1523 -7.3702
O: -0.3096 0.7783 -8.0927
C: -0.3329 -0.1830 -5.9083
C: -0.6169 1.0095 -5.2600
C: -0.8855 0.9780 -3.9004
N: -0.9224 -0.1485 -3.1937
C: -0.6580 -1.2898 -3.8194
C: -0.3537 -1.3572 -5.1692
H: 1.0103 -1.1423 -8.7879
H: 1.2065 -1.7975 -7.2204
H: -0.5878 1.9388 -5.8125
H: -1.0673 1.8946 -3.3475
H: -0.6499 -2.1847 -3.2060
H: -0.1446 -2.3199 -5.6180
S: -3.2423 -2.2324 -1.2282
C: -4.6611 -2.7859 -1.7919
N: -5.2959 -2.3482 -2.9139
C: -6.3293 -3.2227 -3.4372
C: -7.0333 -3.7392 -2.1947
S: -5.6695 -4.0217 -1.0224
H: -4.7352 -1.7861 -3.5386
H: -5.8960 -4.0571 -3.9997
H: -7.0051 -2.6687 -4.0883
H: -7.5796 -4.6643 -2.3632
H: -7.6948 -2.9803 -1.7778
O: -0.3825 -2.7876 1.6927
P: 0.0108 -4.1266 2.1701
N: 1.6493 -4.2703 2.1743
C: 2.5147 -3.1002 1.9388
C: 3.9056 -3.7207 1.8894
C: 3.8009 -4.8694 2.8963
C: 2.4119 -5.4387 2.6064
N: -0.6609 -5.3881 1.3421
C: -0.5473 -6.7977 1.7190
C: -1.7132 -7.4618 0.9882
C: -1.8690 -6.5947 -0.2653
C: -1.6549 -5.1848 0.2723
N: -0.4375 -4.4771 3.7508
C: -1.8935 -4.4565 3.9964
C: -1.9782 -4.3344 5.5101
C: -0.8702 -3.3188 5.8057
C: 0.2400 -3.6812 4.8071
H: 2.4372 -2.3844 2.7679
H: 2.2471 -2.5972 1.0082
H: 4.6879 -3.0012 2.1322
H: 4.0921 -4.1137 0.8872
H: 3.8437 -4.4789 3.9175
H: 4.5837 -5.6205 2.7814
H: 1.9543 -5.9210 3.4760
H: 2.4769 -6.1813 1.8022
H: -0.5889 -6.9258 2.8034
H: 0.3999 -7.2215 1.3674
H: -2.6238 -7.4059 1.5924
H: -1.5108 -8.5106 0.7661
H: -2.8426 -6.7052 -0.7429
H: -1.0901 -6.8357 -0.9925
H: -2.5890 -4.7731 0.6704
H: -1.2886 -4.4947 -0.4814
H: -2.3619 -5.3616 3.6023
H: -2.3703 -3.5874 3.5245
H: -1.7442 -5.2974 5.9727
H: -2.9622 -4.0093 5.8507
H: -0.5205 -3.3534 6.8376
H: -1.2350 -2.3100 5.6025
H: 1.0199 -4.2879 5.2756
H: 0.7109 -2.7787 4.4102
Br: -6.0505 1.6366 -3.0766
C: -4.6260 2.1761 -1.9326
C: -4.6113 3.4474 -1.3901
C: -3.5453 3.7834 -0.5720
C: -2.5518 2.8402 -0.3388
N: -2.5860 1.6182 -0.8688
C: -3.6040 1.2844 -1.6554
H: -5.4097 4.1475 -1.5974
H: -3.4889 4.7614 -0.1116
H: -1.7110 3.0475 0.3211
H: -3.5957 0.2843 -2.0704
N: 0.8036 -0.1440 3.7598
H: 0.0544 0.3301 4.2566
H: 0.3247 -0.8032 3.1505
H: 1.1510 0.5759 3.1267

Here are the Mulliken charges for atoms 1 to 4, given in e: 0.49 -0.63 0.48 -0.72

=====

Entry 2:
DFT (ωB97M-V/def2-TZVPD) results for C51H71As2BGe2N4O5Ti as an isolated structure.

As for the HOMO energy (spin up / spin down): -6.93 / -6.93 eV. The calculation puts the LUMO energy (spin up / spin down) at 0.010 / 0.010 Eh. The value obtained for the largest force on an atom is 0.4 eV/Å. For the energy above the lowest of the compared OMol25 structures with the same formula, charge and spin, the calculation gives 38.9 kJ/mol.

Element x y z (Å)
Ti: 0.2043 0.4649 0.6414
C: 0.9348 1.9457 -4.4499
C: 0.7169 1.1036 -3.1980
Ge: 0.2429 2.0874 -1.5242
C: 1.3733 3.7308 -1.2291
C: 1.4892 4.6842 -2.4160
C: -1.4979 2.8252 -2.0827
C: -2.6044 2.2244 -1.6345
Ge: -2.3092 0.7497 -0.3398
C: -3.4003 1.1233 1.3051
C: -4.6346 0.2798 1.5983
C: -2.9230 -0.8673 -1.3410
C: -4.4232 -1.1334 -1.4419
C: -3.9410 2.5066 -2.2048
C: -4.1093 2.6091 -3.5865
C: -5.3577 2.8519 -4.1379
C: -6.4672 2.9998 -3.3185
C: -6.3164 2.8973 -1.9436
C: -5.0691 2.6449 -1.3950
H: 0.9359 1.3273 -5.3518
H: 1.8869 2.4799 -4.4271
H: 0.1512 2.6968 -4.5742
H: 1.5497 0.4133 -3.0482
H: -0.1546 0.4578 -3.3387
H: 2.3713 3.4970 -0.8479
H: 0.8786 4.2582 -0.4075
H: 2.0805 4.2590 -3.2294
H: 1.9607 5.6290 -2.1316
H: 0.5081 4.9260 -2.8306
H: -1.5948 3.6062 -2.8403
H: -3.6832 2.1793 1.2498
H: -2.7220 1.0815 2.1585
H: -5.3864 0.3701 0.8118
H: -5.1042 0.5763 2.5411
H: -4.3902 -0.7821 1.6785
H: -2.4015 -1.7454 -0.9622
H: -2.5259 -0.6994 -2.3478
H: -4.8540 -1.4250 -0.4832
H: -4.6222 -1.9478 -2.1442
H: -4.9745 -0.2598 -1.7976
H: -3.2491 2.4737 -4.2304
H: -5.4655 2.9173 -5.2135
H: -7.4427 3.1854 -3.7498
H: -7.1748 3.0116 -1.2929
H: -4.9718 2.5607 -0.3229
C: 3.7133 -0.4872 3.7780
As: 2.7278 -0.9608 2.1402
C: 2.0226 -2.6862 2.6922
C: 4.2018 -1.4756 0.9828
C: 4.9584 -2.6161 1.2172
C: 5.9360 -3.0136 0.3165
C: 6.1564 -2.2657 -0.8279
C: 5.4140 -1.1164 -1.0601
C: 4.4367 -0.7070 -0.1591
As: 3.3499 0.8963 -0.4518
C: 3.9744 1.4207 -2.2375
C: 4.5162 2.1220 0.5613
H: 4.2920 -1.3388 4.1376
H: 2.9955 -0.1768 4.5367
H: 4.4019 0.3339 3.5768
H: 2.8047 -3.3641 3.0318
H: 1.4804 -3.1237 1.8572
H: 1.3417 -2.4977 3.5169
H: 4.7795 -3.2176 2.1007
H: 6.5160 -3.9086 0.5036
H: 6.9080 -2.5751 -1.5432
H: 5.6037 -0.5473 -1.9611
H: 5.0452 1.6247 -2.2315
H: 3.4393 2.3219 -2.5333
H: 3.7548 0.6378 -2.9612
H: 5.5139 2.1189 0.1226
H: 4.6014 1.7896 1.5955
H: 4.1093 3.1322 0.5416
N: 1.7529 3.6572 3.2349
C: 1.8539 2.5652 2.4488
N: 0.8247 2.3994 1.6614
C: -0.0433 3.4481 1.9694
C: -1.2825 3.7856 1.4317
C: -1.9361 4.8767 1.9695
C: -1.3733 5.6317 3.0073
C: -0.1280 5.3316 3.5245
C: 0.5231 4.2308 2.9817
H: 2.3916 3.8867 3.9743
H: 2.6859 1.8893 2.5149
H: -1.7014 3.2355 0.5999
H: -2.9020 5.1615 1.5731
H: -1.9213 6.4775 3.4015
H: 0.3161 5.9260 4.3120
C: -0.6084 -5.0150 -5.6912
C: 0.6146 -5.5335 -4.9323
C: 0.3069 -6.9570 -4.4487
C: 1.7991 -5.5723 -5.9070
C: 0.9670 -4.6510 -3.7320
C: 2.0643 -4.9931 -2.9348
C: 2.4543 -4.2472 -1.8295
C: 1.6945 -3.1363 -1.5356
O: 1.8373 -2.2282 -0.5206
B: 0.8295 -1.2635 -0.6905
O: 0.0621 -1.6258 -1.8085
C: 0.6120 -2.7740 -2.3156
C: 0.2243 -3.5102 -3.4168
H: -0.8197 -5.6748 -6.5345
H: -0.4424 -4.0125 -6.0894
H: -1.4969 -4.9913 -5.0580
H: 0.0437 -7.5952 -5.2953
H: -0.5305 -6.9537 -3.7488
H: 1.1635 -7.4054 -3.9449
H: 1.5585 -6.1982 -6.7694
H: 2.6947 -5.9793 -5.4371
H: 2.0348 -4.5694 -6.2674
H: 2.6411 -5.8739 -3.1869
H: 3.3121 -4.5196 -1.2285
H: -0.6292 -3.1965 -3.9986
C: -0.4426 -2.2713 6.1773
C: -0.5968 -0.7636 6.3188
C: -1.2971 -0.0274 5.1433
C: -1.9664 1.2414 5.7166
C: -2.6078 2.1467 4.6792
C: -2.3570 -0.9526 4.5804
O: -3.3501 -1.2752 5.1848
N: -2.0804 -1.4927 3.3359
C: -1.1894 -0.9277 2.4569
O: -1.1324 -1.3116 1.2705
N: -0.3794 0.0760 2.8042
C: -0.2515 0.4273 4.1127
O: 0.6641 1.1398 4.5003
H: 0.1571 -2.6617 7.0000
H: 0.0568 -2.5525 5.2513
H: -1.4073 -2.7780 6.2003
H: 0.3764 -0.2864 6.4432
H: -1.1661 -0.5483 7.2251
H: -1.1917 1.7822 6.2640
H: -2.7106 0.9046 6.4398
H: -1.8776 2.5268 3.9598
H: -3.0683 3.0106 5.1598
H: -3.3926 1.6268 4.1265
H: -2.7448 -2.1532 2.9545

Here are the Mulliken charges for atoms 1 to 4, given in e: -1.13 -1.53 0.28 1.10